[1]
C5H16N3 | ωB97M-V/def2-TZVPD

LUMO level   -3.81 eV
Energy relative to the best compared isomer or geometry (same formula, charge and spin)   185.60 kJ/mol
HOMO level   -11.3 eV
Charge   +1

Last column: Löwdin charge in e.
Atoms and positions in Å:
1 N 0.7127 -3.1907 1.1326  0.00
2 C -0.1081 -2.9831 -0.0290  -0.30
3 C 0.3981 -1.9593 -1.0483  -0.19
4 C 0.7724 -0.6101 -0.4305  -0.23
5 N -0.3865 0.0040 0.2440  -0.06
6 C -0.1634 1.3750 0.6586  -0.24
7 C -0.5365 2.2904 -0.4892  -0.12
8 N -0.7930 3.7151 -0.0213  0.20
9 H 1.5721 -3.6963 1.0303  0.07
10 H 0.6400 -2.5420 1.8946  0.06
11 H -1.1233 -2.7131 0.3055  0.11
12 H -0.2650 -3.9289 -0.5411  0.11
13 H -0.3649 -1.7984 -1.8184  0.11
14 H 1.3022 -2.3422 -1.5366  0.11
15 H 1.6117 -0.7842 0.2567  0.11
16 H 1.0724 0.0575 -1.2369  0.11
17 H -0.6449 -0.5544 1.0457  0.10
18 H 0.8700 1.5633 0.9824  0.13
19 H -0.7940 1.5881 1.5385  0.13
20 H 0.2401 2.3573 -1.2456  0.13
21 H -1.4221 1.9604 -1.0199  0.14
22 H -0.5650 3.8209 0.9696  0.16
23 H -1.7822 3.9624 -0.1129  0.18
24 H -0.2428 4.4084 -0.5287  0.17

***

[2]
C22H33FN5O2 | ωB97M-V/def2-TZVPD

LUMO level   -2.95 eV
Energy relative to the best compared isomer or geometry (same formula, charge and spin)   103.75 kJ/mol
HOMO level   -9.4 eV
Charge   +1

Last column: Löwdin charge in e.
Atoms and positions in Å:
1 C -0.6831 -3.7151 1.1735  -0.05
2 C -0.5669 -3.1386 -0.2350  -0.19
3 N -0.1968 -1.7348 -0.2057  -0.04
4 C 1.1126 -1.4165 -0.3090  0.04
5 C 1.6298 -0.1619 -0.2589  -0.01
6 C 3.1231 -0.0659 -0.4089  -0.45
7 O 3.7991 -1.0794 -0.4921  0.05
8 N 3.6108 1.1791 -0.4651  0.09
9 C 5.0307 1.4303 -0.5567  -0.17
10 C 5.7105 1.3639 0.8131  -0.17
11 C 7.2304 1.4358 0.6766  -0.23
12 N 7.7563 0.4699 -0.2722  -0.29
13 C 9.1580 0.7191 -0.5359  -0.11
14 C 7.5402 -0.9016 0.1471  -0.09
15 C 0.7564 0.9739 -0.0603  -0.31
16 O 1.1074 2.1488 -0.0069  0.05
17 C -0.6626 0.5999 0.0865  -0.04
18 C -1.5859 1.6201 0.3041  0.09
19 C -2.9184 1.3371 0.4402  -0.18
20 F -3.7954 2.3674 0.6034  0.05
21 C -3.4006 0.0230 0.3851  -0.15
22 N -4.7509 -0.3217 0.5614  -0.10
23 C -5.6451 0.4559 1.3743  -0.12
24 C -6.5490 1.3828 0.5464  -0.09
25 N -7.2733 0.5892 -0.4787  -0.16
26 C -8.1885 1.4248 -1.2731  0.02
27 C -6.2984 -0.1378 -1.3288  -0.08
28 C -5.4418 -1.0688 -0.4520  -0.12
29 C -2.4786 -0.9920 0.1756  0.06
30 C -1.1109 -0.7351 0.0131  -0.12
31 H 0.2699 -3.6298 1.6890  0.08
32 H -0.9540 -4.7656 1.1215  0.08
33 H -1.4350 -3.1865 1.7546  0.07
34 H -1.5021 -3.2581 -0.7867  0.12
35 H 0.2097 -3.6750 -0.7830  0.13
36 H 1.8067 -2.2348 -0.4524  0.15
37 H 2.9742 1.9506 -0.2960  0.11
38 H 5.1817 2.4096 -1.0125  0.13
39 H 5.4731 0.6642 -1.1970  0.12
40 H 5.3719 2.1903 1.4418  0.11
41 H 5.4198 0.4321 1.2990  0.10
42 H 7.5021 2.4297 0.3088  0.12
43 H 7.6842 1.3108 1.6781  0.12
44 H 9.7895 0.6032 0.3594  0.09
45 H 9.5058 0.0227 -1.2972  0.08
46 H 9.2789 1.7333 -0.9150  0.08
47 H 8.0131 -1.5659 -0.5741  0.09
48 H 7.9635 -1.1100 1.1426  0.09
49 H 6.4755 -1.1232 0.1590  0.07
50 H -1.2279 2.6373 0.3476  0.14
51 H -5.0788 1.0512 2.0890  0.14
52 H -6.2761 -0.2392 1.9458  0.14
53 H -7.2691 1.8803 1.1970  0.15
54 H -5.9543 2.1415 0.0364  0.13
55 H -7.8277 -0.1186 0.0198  0.20
56 H -8.9055 1.9220 -0.6222  0.11
57 H -7.6199 2.1825 -1.8097  0.12
58 H -8.7303 0.8148 -1.9939  0.11
59 H -6.8343 -0.7111 -2.0867  0.14
60 H -5.6610 0.5993 -1.8221  0.15
61 H -4.7245 -1.5862 -1.0878  0.13
62 H -6.0887 -1.8201 0.0206  0.14
63 H -2.8496 -2.0029 0.1655  0.11